[1]
{"formula": "C2H4OSe", "method": "the ωB97M-V functional and the def2-TZVPD basis", "spin_multiplicity": 1, "gap_ev": [8.784, 6.999], "relative_energy_kcal_mol": 91.3, "energy_ha": -2555.0896, "lumo_energy_ev": [0.40, -0.10], "charge": 0, "symbols": ["H", "C", "Se", "O", "H", "H", "H", "C"], "positions_angstrom": [[-0.1234, 0.8085, -2.4075], [-0.2560, -1.8100, 0.7324], [-1.0954, 0.1983, -1.3689], [-0.4491, -2.2987, -0.3388], [-0.2582, -2.3273, 1.8168], [-0.6629, 0.8093, 0.9107], [0.8223, 1.4199, -0.1682], [-0.2201, 1.0922, -0.0660]]}



[2]
{"formula": "C2H4OSi", "method": "the ωB97M-V functional and the def2-TZVPD basis", "spin_multiplicity": 1, "gap_ev": [7.303, 7.302], "relative_energy_kcal_mol": 47.4, "energy_ha": -443.1968, "lumo_energy_ev": [-0.15, -0.15], "charge": 0, "symbols": ["C", "H", "C", "Si", "O", "H", "H", "H"], "positions_angstrom": [[0.2934, -0.6485, -1.0324], [-0.7529, 1.8182, 0.1370], [-0.5396, -0.2825, 1.2863], [0.2736, 0.8135, 0.0441], [-1.1957, -1.2123, 1.4035], [1.3732, 1.3727, 0.9712], [-0.6692, -0.7614, -1.4182], [1.2173, -1.0997, -1.3915]]}